The following is a quantum chemistry calculation of the molecule C4H4OS in a non-equilibrium geometry, from OMol25.

```
10
C4H4OS | OMol25 | wB97M-V/def2-TZVPD
C -0.73 0.60 -0.22
C 0.60 -0.20 0.04
C -1.38 -1.09 -1.57
C 0.77 -1.53 0.10
O -1.36 0.21 -1.48
S 1.12 -3.00 0.21
H -1.49 0.34 0.58
H -0.66 1.69 -0.11
H 1.60 0.22 0.22
H -1.89 -1.38 -2.44
```

Summary:
ΔE to the lowest compared entry with this formula, charge and spin, kcal per mole: 111.7
HOMO-LUMO gap, eV: 8.44
HOMO, eV: -8.3
M, g mol⁻¹: 100.14